ORCA calculation (ωB97M-V/def2-TZVPD) on a cluster of 9 separate species, H18O9 in total.

Geometry (Å):
O1 -0.357 -2.459 2.280
H1 0.177 -1.925 2.879
H2 0.226 -3.172 2.002
O2 -1.660 0.027 -2.565
H3 -1.850 -0.107 -3.499
H4 -0.757 -0.320 -2.443
O3 -1.056 3.231 -0.747
H5 -1.284 4.080 -1.141
H6 -0.170 3.352 -0.391
O4 0.725 -1.501 -2.268
H7 1.388 -1.330 -1.572
H8 1.107 -2.210 -2.796
O5 -2.071 -2.064 -0.489
H9 -2.412 -2.965 -0.446
H10 -1.115 -2.165 -0.528
O6 -0.099 0.195 0.376
H11 0.343 1.068 0.383
H12 0.628 -0.438 0.436
O7 2.195 -1.686 0.222
H13 3.154 -1.647 0.318
H14 1.968 -2.607 0.392
O8 1.471 2.561 0.622
H15 1.965 2.473 1.445
H16 2.140 2.747 -0.049
O9 -1.667 1.998 2.289
H17 -1.479 2.912 2.051
H18 -1.509 1.952 3.238

Properties
Highest occupied orbital energy in eV: -9.12
Energy relative to the best compared isomer or geometry (same formula, charge and spin) in kJ/mol: 325.3
SMILES: O.O.O.O.O.O.O.O.O
Orbital gap in eV: 8.8
Net charge: 0
F_max in hartree/bohr: 0.0163

***

ORCA calculation (ωB97M-V/def2-TZVPD) on a cluster of 8 separate species, C24H54N17O13P2S in total in a non-equilibrium geometry.

Geometry (Å):
C1 7.559 -0.454 1.201
C2 6.340 0.334 1.671
O1 6.030 1.492 0.867
P1 5.539 1.190 -0.629
O2 6.693 1.159 -1.536
C3 4.700 -0.407 -0.797
C4 3.359 -0.555 -0.051
C5 2.267 0.183 -0.851
N1 1.316 0.947 0.005
N2 1.919 1.711 0.878
C6 1.158 2.429 1.650
P2 2.063 3.452 2.885
O3 3.455 3.660 2.506
O4 1.995 2.677 4.274
O5 1.296 4.818 3.052
C7 -0.240 2.457 1.589
C8 -1.068 3.324 2.479
C9 -0.818 1.652 0.644
C10 -2.309 1.642 0.466
C11 -2.992 0.564 0.951
C12 -4.402 0.531 0.819
C13 -4.921 1.624 0.150
C14 -4.087 2.610 -0.317
N3 -2.776 2.711 -0.189
C15 0.004 0.870 -0.175
S1 -0.791 -0.136 -1.401
O6 4.564 2.394 -1.058
C16 5.203 3.440 -1.822
C17 4.321 4.701 -1.692
H1 7.289 -1.507 1.155
H2 7.920 -0.151 0.220
H3 8.400 -0.356 1.888
H4 6.547 0.724 2.667
H5 5.463 -0.302 1.801
H6 4.573 -0.627 -1.855
H7 5.396 -1.162 -0.424
H8 3.107 -1.618 -0.090
H9 3.403 -0.293 1.003
H10 2.729 0.929 -1.499
H11 1.757 -0.532 -1.484
H12 2.752 2.078 4.319
H13 1.958 5.465 3.344
H14 -1.059 4.364 2.166
H15 -0.678 3.251 3.498
H16 -2.076 2.919 2.495
H17 -2.464 -0.247 1.432
H18 -5.050 -0.252 1.175
H19 -5.988 1.705 -0.010
H20 -4.555 3.428 -0.865
H21 -0.837 0.738 -2.431
H22 6.176 3.698 -1.419
H23 5.312 3.179 -2.870
H24 3.445 4.442 -1.093
H25 4.835 5.490 -1.149
H26 3.957 5.052 -2.655
C18 -6.462 5.840 0.355
O7 -6.017 5.696 -0.775
N4 -6.142 4.996 1.376
N5 -7.313 6.854 0.686
H27 -6.491 5.087 2.317
H28 -5.519 4.244 1.159
H29 -7.570 7.494 -0.042
H30 -7.687 6.984 1.607
C19 8.457 -3.108 -1.282
O8 7.360 -2.878 -0.806
N6 9.584 -3.214 -0.518
N7 8.645 -3.278 -2.628
H31 10.495 -3.400 -0.893
H32 9.481 -3.095 0.472
H33 7.835 -3.200 -3.218
H34 9.537 -3.465 -3.046
C20 -6.126 -0.152 -3.238
O9 -7.187 0.073 -2.684
N8 -4.966 -0.331 -2.539
N9 -6.013 -0.245 -4.599
H35 -4.079 -0.520 -2.963
H36 -5.026 -0.274 -1.542
H37 -6.849 -0.117 -5.138
H38 -5.151 -0.430 -5.075
C21 -6.714 4.498 5.554
O10 -6.951 4.919 4.433
N10 -5.996 3.356 5.771
N11 -7.149 5.133 6.678
H39 -5.792 2.992 6.682
H40 -5.664 2.863 4.964
H41 -7.681 5.974 6.552
H42 -6.969 4.806 7.607
C22 6.069 -6.271 -3.810
O11 5.366 -5.277 -3.727
N12 7.345 -6.307 -3.323
N13 5.638 -7.427 -4.400
H43 7.942 -7.109 -3.381
H44 7.688 -5.471 -2.883
H45 4.706 -7.433 -4.769
H46 6.199 -8.253 -4.479
C23 -3.449 -3.146 -0.787
O12 -3.600 -1.978 -0.425
N14 -2.333 -3.556 -1.469
N15 -4.363 -4.109 -0.548
H47 -2.188 -4.499 -1.776
H48 -1.632 -2.868 -1.665
H49 -5.194 -3.845 -0.054
H50 -4.264 -5.065 -0.834
C24 -6.326 -7.401 -0.237
O13 -5.765 -6.314 -0.322
N16 -7.576 -7.611 -0.729
N17 -5.740 -8.479 0.356
H51 -8.056 -8.489 -0.671
H52 -8.033 -6.835 -1.171
H53 -4.818 -8.354 0.729
H54 -6.180 -9.376 0.436

Properties
Highest occupied orbital energy in eV: -10.88
Orbital gap in eV: 7.1
Net charge: +1
F_max in hartree/bohr: 0.0534

***

ORCA calculation (ωB97M-V/def2-TZVPD) on a structure of composition C10H14O2S2 in a non-equilibrium geometry.

Geometry (Å):
C1 0.015 2.210 -0.657
C2 -0.864 1.540 1.400
C3 -0.749 2.284 -1.701
C4 0.387 2.304 0.743
C5 0.207 -0.528 -0.803
C6 -0.694 0.056 1.321
C7 2.296 -0.208 -1.990
C8 -1.815 -1.977 2.378
C9 0.912 -0.979 -2.001
C10 -1.280 -0.557 2.607
O1 -1.789 2.191 1.862
O2 -2.463 0.173 -0.986
S1 0.867 -0.615 0.818
S2 -1.531 -0.721 -0.253
H1 -0.442 1.903 -2.751
H2 -1.579 2.933 -1.642
H3 1.415 1.719 0.914
H4 0.368 3.283 1.145
H5 2.071 0.918 -1.811
H6 2.786 -0.371 -3.081
H7 2.903 -0.609 -1.181
H8 -2.747 -2.129 1.711
H9 -1.904 -2.521 3.341
H10 -1.059 -2.696 2.043
H11 1.142 -2.023 -2.061
H12 0.240 -0.744 -2.834
H13 -0.560 -0.714 3.367
H14 -1.922 0.301 2.876

Properties
Highest occupied orbital energy (spin up / spin down) in eV: -6.73 / -9.11
Energy relative to the best compared isomer or geometry (same formula, charge and spin) in kJ/mol: 168.2
Orbital gap (spin up / spin down) in eV: 6.8 / 8.3
Net charge: 0
F_max in hartree/bohr: 0.0617
Spin multiplicity: 3

***

ORCA calculation (ωB97M-V/def2-TZVPD) on a structure of composition C13H34N3RhSi in a non-equilibrium geometry.

Geometry (Å):
Rh1 -0.303 -0.313 1.106
N1 -2.492 -1.057 1.509
C1 -2.106 -2.425 1.948
C2 -1.171 -3.061 0.934
N2 0.031 -2.218 0.582
C3 1.345 -2.649 1.141
C4 1.504 -2.098 2.535
N3 1.298 -0.615 2.449
H1 -2.994 -0.565 2.243
H2 -3.143 -1.094 0.728
H3 -2.978 -3.080 2.033
H4 -1.667 -2.351 2.943
H5 -1.721 -3.200 0.000
H6 -0.833 -4.051 1.246
H7 0.130 -2.316 -0.428
H8 2.107 -2.201 0.500
H9 1.451 -3.733 1.068
H10 2.496 -2.337 2.920
H11 0.779 -2.499 3.242
H12 2.163 -0.150 2.179
H13 1.062 -0.234 3.363
C5 2.472 0.514 -0.738
Si1 0.623 0.782 -0.664
C6 0.136 2.479 0.102
C7 0.331 2.345 1.623
C8 -1.336 2.890 -0.071
C9 1.033 3.618 -0.402
C10 -0.276 0.148 -2.208
C11 -0.171 -1.342 -2.535
C12 0.535 0.945 -3.264
C13 -1.760 0.530 -2.311
H14 2.911 1.246 -1.422
H15 2.746 -0.483 -1.088
H16 2.956 0.677 0.227
H17 -0.393 1.632 2.084
H18 0.094 3.288 2.119
H19 1.341 2.058 1.919
H20 -2.043 2.104 0.209
H21 -1.565 3.178 -1.096
H22 -1.550 3.756 0.558
H23 2.083 3.470 -0.143
H24 0.710 4.553 0.062
H25 0.963 3.753 -1.483
H26 0.850 -1.733 -2.480
H27 -0.501 -1.504 -3.563
H28 -0.860 -1.931 -1.922
H29 1.560 0.586 -3.371
H30 0.545 2.022 -3.074
H31 0.042 0.809 -4.231
H32 -2.358 0.137 -1.484
H33 -2.166 0.115 -3.235
H34 -1.912 1.606 -2.362

Properties
Highest occupied orbital energy (spin up / spin down) in eV: -15.80 / -15.80
Orbital gap (spin up / spin down) in eV: 8.2 / 8.2
Net charge: +2
F_max in hartree/bohr: 0.0393